# 1
C35H33ClIrN4O3S2 as an isolated structure, computed with ωB97M-V with the def2-TZVPD basis set.

Summary:
charge	+2
gap between HOMO and LUMO (alpha / beta)	7.217 / 5.446	eV
spin multiplicity	2
expectation value of S²	0.760
highest occupied orbital energy (alpha / beta)	-13.6021 / -13.5190	eV

Geometry (Å):
1 Ir 0.76344 0.28571 -0.36284
2 Cl -0.07453 -2.65771 6.15363
3 C 0.22279 -2.24927 4.50896
4 C 1.09374 -3.03818 3.74551
5 C 1.33130 -2.73382 2.42752
6 C 0.73463 -1.61320 1.83163
7 O 0.99201 -1.41085 0.55115
8 C -0.14453 -0.81187 2.60261
9 C -0.83899 0.33853 2.10448
10 N -0.65890 0.88309 0.94840
11 C -1.29530 2.10279 0.54530
12 C -2.24365 2.79130 1.25468
13 C -2.77842 3.99258 0.74810
14 C -2.37204 4.49408 -0.45628
15 C -1.39143 3.81115 -1.21090
16 C -0.92949 4.24385 -2.47784
17 C 0.00400 3.51068 -3.15401
18 C 0.52293 2.34872 -2.56181
19 N 0.12204 1.93926 -1.37716
20 C -0.84680 2.62675 -0.69236
21 C -0.39456 -1.16247 3.94339
22 H 1.57200 -3.89327 4.20441
23 H 1.99031 -3.34224 1.82301
24 H -1.55801 0.78975 2.78171
25 H -2.60741 2.43414 2.20811
26 H -3.52568 4.51489 1.32881
27 H -2.79601 5.41029 -0.84546
28 H -1.32927 5.15613 -2.90259
29 H 0.36357 3.81084 -4.12718
30 H 1.28252 1.74655 -3.04343
31 H -1.07509 -0.56472 4.53656
32 C 3.63698 0.17221 3.97313
33 C 4.32142 1.12095 3.00151
34 N 4.57689 0.48186 1.70174
35 C 5.89414 -0.17124 1.56031
36 C 6.92198 0.78004 0.97147
37 C 3.71994 0.48754 0.69714
38 S 2.21802 1.38329 0.97347
39 N 4.09575 -0.11652 -0.42593
40 C 3.41748 -0.28285 -1.54322
41 O 2.16168 -0.08308 -1.73926
42 C 4.16254 -0.75790 -2.72463
43 C 3.47119 -1.14140 -3.87532
44 C 4.16879 -1.58495 -4.98434
45 C 5.55657 -1.64386 -4.95342
46 C 6.24877 -1.26581 -3.81045
47 C 5.55557 -0.82783 -2.69619
48 H 3.48538 0.66854 4.93111
49 H 4.24536 -0.71604 4.14565
50 H 2.66475 -0.14239 3.58946
51 H 5.29330 1.43079 3.38373
52 H 3.74364 2.03186 2.85763
53 H 5.77497 -1.05867 0.94619
54 H 6.18361 -0.48722 2.56223
55 H 6.64153 1.07263 -0.03987
56 H 7.89624 0.29413 0.93513
57 H 7.02027 1.68116 1.57792
58 H 2.39067 -1.10237 -3.88839
59 H 3.63435 -1.88866 -5.87412
60 H 6.10032 -1.98958 -5.82249
61 H 7.32881 -1.31488 -3.78993
62 H 6.08356 -0.53667 -1.79952
63 C -2.45646 -1.95068 -2.83467
64 S -1.94081 -0.99738 -1.42267
65 O -0.43811 -0.78396 -1.74081
66 C -2.00535 -2.20226 -0.13192
67 C -1.16613 -3.31120 -0.14255
68 C -1.23016 -4.19860 0.91581
69 C -2.12101 -3.97485 1.96343
70 C -2.94826 -2.86218 1.96469
71 C -2.88754 -1.95845 0.91137
72 H -1.81792 -2.82670 -2.92759
73 H -2.37067 -1.30916 -3.70913
74 H -3.49473 -2.24003 -2.67637
75 H -0.45793 -3.45906 -0.94827
76 H -0.58966 -5.07014 0.92690
77 H -2.16968 -4.67945 2.78307
78 H -3.64099 -2.69835 2.77893
79 H -3.52701 -1.08314 0.89546

Atoms 1-2, force components in eV/Å:
Ir -0.366 0.358 0.286
Cl -0.002 -0.004 -0.004

***

# 2
C35H33ClMnN4Si2 as an isolated structure at a distorted geometry, computed with ωB97M-V with the def2-TZVPD basis set.

Summary:
gap between HOMO and LUMO (alpha / beta)	5.158 / 6.730	eV
spin multiplicity	6
expectation value of S²	8.761
highest occupied orbital energy (alpha / beta)	-5.6337 / -7.2218	eV

Geometry (Å):
1 C -1.61028 -0.76195 5.72463
2 C -2.44478 -0.13505 4.76753
3 C -2.52898 -0.98025 3.63803
4 H -2.93018 0.82015 4.88113
5 C -1.74748 -2.13215 3.89203
6 C -1.18228 -1.99455 5.17933
7 H -0.53268 -2.70565 5.66153
8 H -1.35208 -0.37255 6.69563
9 H -3.09398 -0.79285 2.74193
10 H -1.59158 -2.94625 3.20503
11 Mn -0.36188 -0.32285 3.86543
12 Si 2.96532 0.08065 -4.81677
13 C 1.97052 1.58665 -5.31267
14 C 2.37872 2.40555 -6.36757
15 H 3.27412 2.15895 -6.92557
16 C 1.65022 3.53265 -6.72167
17 H 1.98152 4.15395 -7.54357
18 C 0.49572 3.85885 -6.02507
19 H -0.07518 4.73605 -6.30077
20 C 0.07182 3.05385 -4.97627
21 H -0.83068 3.30275 -4.43317
22 C 0.80262 1.92915 -4.62537
23 H 0.45292 1.30385 -3.81267
24 C 2.04642 -1.49155 -5.24947
25 C 0.84042 -1.44275 -5.95437
26 H 0.41712 -0.48485 -6.23157
27 C 0.16522 -2.60485 -6.29487
28 H -0.76808 -2.54715 -6.83987
29 C 0.68432 -3.84125 -5.93487
30 H 0.15712 -4.74875 -6.19887
31 C 1.87812 -3.90945 -5.23147
32 H 2.28382 -4.87045 -4.94367
33 C 2.55062 -2.74385 -4.89197
34 H 3.47792 -2.81235 -4.33557
35 H 3.23602 0.05875 -3.35337
36 Si -0.26248 -0.11615 1.39353
37 C -0.77558 -1.70135 0.49323
38 C -1.84928 -1.69295 -0.40077
39 H -2.29068 -0.74935 -0.69757
40 C -2.35398 -2.87125 -0.93517
41 H -3.18328 -2.83595 -1.63077
42 C -1.78758 -4.09025 -0.59277
43 H -2.17688 -5.00995 -1.01067
44 C -0.71538 -4.12065 0.29043
45 H -0.25948 -5.06685 0.55473
46 C -0.22348 -2.94105 0.82713
47 H 0.61682 -2.98325 1.50823
48 C -1.32428 1.23595 0.58343
49 C -2.55288 1.58515 1.14593
50 H -2.86488 1.10915 2.06823
51 C -3.37538 2.53915 0.56053
52 H -4.32478 2.79175 1.01663
53 C -2.97658 3.17035 -0.60857
54 H -3.61098 3.91735 -1.06867
55 C -1.75758 2.83715 -1.18607
56 H -1.44098 3.32605 -2.09887
57 C -0.94608 1.87885 -0.59747
58 H 0.00162 1.62905 -1.05737
59 H 4.27912 0.15805 -5.51227
60 Cl 1.71132 0.28925 0.52193
61 N 1.01442 3.01385 5.93073
62 C 0.02172 3.68595 5.30343
63 C -0.66678 2.80325 4.47543
64 N -0.09228 1.59655 4.60923
65 C 0.90252 1.75795 5.47503
66 C 1.69062 0.58635 5.73013
67 N 1.32312 -0.49965 5.06103
68 C 2.21172 -1.45365 5.38293
69 C 3.11112 -0.89625 6.28723
70 N 2.77452 0.39715 6.49773
71 H 1.71402 3.39075 6.60773
72 H -0.18548 4.73955 5.43403
73 H -1.51338 3.02315 3.83943
74 H 2.20002 -2.46785 5.00723
75 H 3.95012 -1.39765 6.75103
76 H 3.25732 1.09185 7.10933

Atoms 1-2, force components in eV/Å:
C -0.766 -0.367 0.253
C -0.594 -0.395 0.318

***

# 3
A 2-piece molecular cluster, C35H33N2O3 overall at a distorted geometry, computed with ωB97M-V with the def2-TZVPD basis set.

Summary:
charge	+1
gap between HOMO and LUMO	4.959	eV
highest occupied orbital energy	-10.6997	eV

Geometry (Å):
1 C 1.32654 2.54602 -2.35899
2 C 1.62186 1.16334 -2.64705
3 C 2.36146 0.49561 -3.58831
4 C 2.18936 -0.90296 -3.33379
5 C 1.31588 -1.00913 -2.26299
6 C 0.79832 -2.13057 -1.47061
7 N 0.96373 -3.42255 -2.12336
8 C 0.28226 -3.79427 -3.34920
9 C 1.96764 -4.18757 -1.59612
10 O 2.29978 -5.31199 -1.95394
11 C 2.57844 -3.34791 -0.46051
12 C 2.96788 -4.20361 0.74298
13 C 3.72639 -3.47619 1.82541
14 C 3.37846 -3.69138 3.16381
15 C 4.00816 -2.97057 4.18050
16 C 5.01558 -2.04992 3.85825
17 C 5.43267 -1.90496 2.53037
18 C 4.79920 -2.63114 1.51133
19 N 1.57260 -2.36037 -0.25280
20 O 0.99730 0.24540 -1.83049
21 H 1.88413 3.21176 -3.02507
22 H 0.25337 2.73949 -2.49931
23 H 1.58277 2.79344 -1.31992
24 H 2.96799 0.93509 -4.38404
25 H 2.65135 -1.72297 -3.88136
26 H -0.26662 -1.95717 -1.23204
27 H 0.73943 -4.70498 -3.74263
28 H -0.77764 -3.98768 -3.14952
29 H 0.34849 -2.99423 -4.09386
30 H 3.49750 -2.89149 -0.89366
31 H 2.06643 -4.65169 1.18293
32 H 3.59252 -5.02427 0.35235
33 H 2.59820 -4.42229 3.38848
34 H 3.70615 -3.12486 5.21830
35 H 5.47815 -1.45494 4.64987
36 H 6.24561 -1.21790 2.28153
37 H 5.13720 -2.54768 0.47583
38 H 1.79340 -1.56651 0.33889
39 C -6.94469 1.89519 -3.03161
40 C -7.06402 1.86027 -1.63886
41 C -6.40859 2.80893 -0.85083
42 C -5.58033 3.74017 -1.48092
43 O -4.60388 4.43694 -0.74191
44 C -3.52626 3.73089 -0.21327
45 C -2.23980 4.23737 -0.47367
46 C -1.12773 3.50594 -0.09954
47 C -1.25729 2.27646 0.60716
48 C -0.11374 1.51534 1.03534
49 C 0.09523 1.10022 2.36561
50 C 1.36435 0.52190 2.66413
51 C 1.71043 0.21107 3.96554
52 C 0.79878 0.43785 5.00725
53 C -0.46130 0.99518 4.73978
54 C -0.82192 1.34481 3.44244
55 C -2.57001 1.83040 0.90941
56 C -3.69068 2.55851 0.53922
57 C -5.60129 3.90610 -2.87196
58 C -6.23752 2.93432 -3.64528
59 H -7.40290 1.10315 -3.63573
60 H -7.65809 1.08573 -1.15342
61 H -6.49836 2.80909 0.23657
62 H -2.13596 5.17998 -1.01046
63 H -0.12868 3.88175 -0.31858
64 H 0.73602 1.44235 0.36026
65 H 2.05676 0.36579 1.83706
66 H 2.69649 -0.19967 4.17147
67 H 1.07780 0.23700 6.04105
68 H -1.16809 1.16637 5.54893
69 H -1.79663 1.79927 3.23089
70 H -2.69013 0.89047 1.44294
71 H -4.67501 2.20244 0.82933
72 H -5.07317 4.73907 -3.32876
73 H -6.16172 2.98296 -4.73083

Atoms 1-2, force components in eV/Å:
C -0.354 1.302 0.128
C 0.703 -2.020 -0.771